1.
Formula: C40H34AuFN6O3
Source: the Open Molecules 2025 dataset
Level of theory: the ωB97M-V functional and the def2-TZVPD basis

CARTESIAN COORDINATES (ANGSTROEM)
1 Au 0.50 -1.14 -0.77
2 F 0.45 -0.59 -2.77
3 O -4.79 2.94 -2.91
4 O 2.32 -2.64 1.75
5 O -1.53 -0.25 1.64
6 N -1.66 -1.28 -0.98
7 N 2.64 -1.16 -0.78
8 N -4.38 0.93 -2.03
9 N -2.89 1.84 -3.57
10 N 0.40 -1.44 1.33
11 N 1.08 -1.69 3.43
12 C -1.37 2.27 4.93
13 C -0.16 0.33 4.18
14 C 1.03 2.26 4.95
15 C -4.03 2.00 -2.86
16 C -0.18 5.47 -7.02
17 C 2.60 -3.22 -1.98
18 C 4.36 -4.82 -1.67
19 C 3.30 -0.02 -0.48
20 C 1.04 0.98 4.44
21 C 5.00 -3.95 -0.79
22 C -0.43 3.23 -5.91
23 C -1.05 -2.06 5.68
24 C 1.37 -2.00 2.13
25 C -1.37 0.98 4.43
26 C 4.56 2.41 0.05
27 C -2.69 4.09 -4.55
28 C -4.39 -1.20 -0.95
29 C -2.01 4.95 -5.39
30 C -1.16 -1.98 4.29
31 C -2.28 -0.21 -1.43
32 C 2.72 0.91 0.41
33 C 3.16 -4.44 -2.27
34 C -2.67 -3.83 5.70
35 C -3.68 -0.13 -1.49
36 C -0.21 -1.05 3.56
37 C -0.88 4.53 -6.09
38 C -2.34 -2.33 -0.54
39 C -1.81 -2.98 6.38
40 C 4.47 -2.71 -0.52
41 C -2.79 -3.74 4.32
42 C 3.24 -2.32 -1.11
43 C -0.56 -0.86 2.07
44 C -0.17 2.90 5.20
45 C -2.03 -2.83 3.62
46 C -1.10 2.36 -5.07
47 C 5.12 1.52 -0.86
48 C 3.36 2.10 0.67
49 C -3.72 -2.31 -0.47
50 C -2.25 2.78 -4.40
51 C 4.50 0.31 -1.12
52 H 4.79 -5.78 -1.89
53 H -0.03 6.44 -6.55
54 H -3.57 4.43 -4.02
55 H -5.34 1.02 -1.71
56 H -0.77 5.64 -7.92
57 H -4.26 -3.15 -0.07
58 H -2.29 0.48 4.20
59 H 0.79 5.08 -7.32
60 H 1.69 -2.89 -2.46
61 H 1.97 0.48 4.23
62 H 2.67 -5.11 -2.96
63 H -1.72 -3.04 7.45
64 H -0.37 -1.41 6.20
65 H 1.79 0.67 0.89
66 H 6.02 1.78 -1.39
67 H -3.26 -4.55 6.25
68 H -0.73 1.35 -4.93
69 H -2.35 5.97 -5.50
70 H -2.11 -2.76 2.54
71 H -0.17 3.91 5.60
72 H -1.75 -3.18 -0.23
73 H -3.46 -4.41 3.79
74 H 4.89 -0.36 -1.87
75 H 5.92 -4.26 -0.31
76 H 5.05 3.36 0.24
77 H 1.51 -2.17 4.21
78 H -1.63 0.60 -1.74
79 H 1.97 2.77 5.13
80 H 4.93 -2.05 0.20
81 H -2.43 0.94 -3.56
82 H 0.45 2.89 -6.43
83 H 2.91 2.81 1.35
84 H -2.31 2.77 5.10
85 H -5.47 -1.16 -0.92

Results
- Multiplicity: 1
- Net charge: 0
- Kohn-Sham gap (spin up / spin down): 4.972 / 4.972 eV

2.
Formula: C11H23Br9O10S3
Source: the Open Molecules 2025 dataset
Level of theory: the ωB97M-V functional and the def2-TZVPD basis

CARTESIAN COORDINATES (ANGSTROEM)
1 Br 2.32 4.68 -2.82
2 Br 3.25 3.02 -0.24
3 Br -0.24 0.12 -1.59
4 Br 1.54 5.74 0.29
5 Br -2.19 -1.02 0.41
6 Br 0.09 2.98 0.04
7 Br -4.06 1.56 1.54
8 Br -0.07 -0.02 1.69
9 Br -3.82 0.76 -1.66
10 S 0.51 -0.89 -4.59
11 S 4.32 -0.29 -0.19
12 S -1.50 -1.90 4.36
13 O 4.06 -1.30 -1.47
14 O 5.14 -0.89 0.88
15 O 1.85 -1.42 -4.44
16 O 4.66 1.06 -0.69
17 O 2.74 -0.37 0.25
18 O -0.77 -0.76 5.27
19 O -0.16 -1.26 -5.85
20 O -0.48 -2.74 3.72
21 O -0.44 -1.30 -3.27
22 O -2.47 -2.56 5.19
23 C -0.68 1.11 0.11
24 C 0.96 0.93 5.82
25 C -2.43 -1.74 -2.08
26 C -3.93 0.03 0.18
27 C 0.39 -0.07 4.78
28 C -1.81 -1.41 -3.41
29 C 1.91 -1.06 -0.64
30 C -2.29 -0.78 3.15
31 C 1.88 4.23 -0.90
32 C 2.70 -1.27 -1.86
33 C 0.50 0.89 -4.42
34 H -2.56 -2.82 -2.08
35 H 0.93 3.71 -1.01
36 H 0.60 1.05 -3.35
37 H -1.40 -0.39 2.66
38 H -2.87 -1.43 2.49
39 H 1.71 1.59 5.37
40 H -2.08 -2.25 -4.06
41 H -2.28 -0.59 -3.95
42 H -1.69 -1.52 -1.31
43 H 1.54 0.39 6.56
44 H 2.40 -2.20 -2.34
45 H 0.94 -0.59 -0.81
46 H 1.62 -1.92 -0.05
47 H 0.23 1.62 6.24
48 H 2.44 -0.43 -2.50
49 H -2.96 -0.03 3.55
50 H -4.85 -0.55 0.25
51 H 1.10 -0.79 4.37
52 H -3.38 -1.21 -1.94
53 H -0.46 1.29 -4.75
54 H 0.07 0.46 3.88
55 H 1.23 1.40 -5.04
56 H -1.76 1.17 0.25

Results
- Multiplicity: 1
- Net charge: 0
- Kohn-Sham gap: 7.923 eV

3.
Formula: C28H30Cl2CrN4O3S
Source: the Open Molecules 2025 dataset
Level of theory: the ωB97M-V functional and the def2-TZVPD basis

CARTESIAN COORDINATES (ANGSTROEM)
1 Cr -0.52 -1.92 0.96
2 Cl 0.14 -3.99 2.13
3 Cl 3.08 -3.70 1.76
4 S -1.78 -0.12 -0.20
5 O 0.26 -0.82 2.31
6 O -2.09 -2.34 1.94
7 O 0.17 3.47 2.35
8 N -0.27 1.68 -1.42
9 N -0.65 2.00 0.86
10 N -1.12 -3.03 -0.54
11 N 1.05 -1.65 -0.18
12 C -0.81 1.28 -0.29
13 C 2.03 -0.83 0.02
14 C -2.22 -3.72 -0.61
15 C 0.94 6.11 -1.81
16 C 1.93 5.62 -0.97
17 C 1.36 -0.12 2.32
18 C -3.03 -3.21 1.70
19 C 0.31 4.20 0.10
20 C 2.83 1.41 3.50
21 C -4.99 -4.40 2.49
22 C 3.67 1.50 2.38
23 C -4.24 -4.77 0.25
24 C 1.10 -2.51 -1.36
25 C 3.38 0.77 1.26
26 C -0.38 5.67 -1.68
27 C -3.97 -3.50 2.71
28 C 2.23 -0.05 1.19
29 C -0.69 4.72 -0.72
30 C -0.32 -2.89 -1.76
31 C 1.77 -4.62 2.51
32 C -0.43 1.03 -2.72
33 C -3.15 -3.90 0.45
34 C -5.14 -5.03 1.24
35 C -0.10 2.02 -3.83
36 C -0.03 3.23 1.19
37 C 1.61 4.67 0.00
38 C 1.38 2.38 -3.89
39 C 1.71 0.61 3.47
40 H -5.97 -5.70 1.07
41 H 1.63 -2.03 -2.19
42 H 1.56 3.08 -4.70
43 H -1.45 0.67 -2.81
44 H 4.04 0.81 0.40
45 H -0.32 -3.81 -2.34
46 H -1.15 6.08 -2.31
47 H 4.55 2.12 2.42
48 H 1.99 1.49 -4.07
49 H -0.70 2.92 -3.70
50 H -5.69 -4.62 3.29
51 H 1.18 6.85 -2.56
52 H 0.24 0.17 -2.77
53 H -4.34 -5.25 -0.72
54 H 0.26 2.55 -1.43
55 H 2.37 4.29 0.67
56 H 2.81 -0.76 -0.74
57 H -3.87 -2.99 3.65
58 H -0.99 1.53 1.69
59 H -0.76 -2.10 -2.36
60 H 1.06 0.53 4.33
61 H 1.90 -4.57 3.58
62 H 1.73 2.85 -2.97
63 H 3.05 1.98 4.39
64 H 2.94 5.98 -1.07
65 H -2.46 -4.22 -1.54
66 H 1.82 -5.64 2.15
67 H 1.65 -3.42 -1.09
68 H -0.40 1.56 -4.78
69 H -1.71 4.38 -0.61

Results
- Multiplicity: 2
- Energy relative to the best compared isomer or geometry (same formula, charge and spin): 0.652 eV
- Net charge: +1
- Expectation value of S²: 0.76
- Kohn-Sham gap (spin up / spin down): 7.019 / 7.527 eV

4.
Formula: C4H11N3O2
Source: the Open Molecules 2025 dataset
Level of theory: the ωB97M-V functional and the def2-TZVPD basis

CARTESIAN COORDINATES (ANGSTROEM)
1 O 0.73 -0.13 -1.70
2 O 1.34 1.86 -0.90
3 N -0.55 -1.05 0.57
4 N 0.32 0.89 1.52
5 N -0.76 -0.61 2.98
6 C -1.37 -2.26 0.78
7 C 1.13 1.74 -3.23
8 C -0.37 -0.27 1.61
9 C 1.02 1.17 -1.83
10 H 2.07 2.22 -3.47
11 H -0.88 0.12 3.61
12 H 0.75 1.14 0.60
13 H -2.41 -2.05 0.49
14 H 0.65 1.34 2.37
15 H 0.43 -0.57 -0.95
16 H 1.00 0.93 -4.04
17 H -1.34 -2.63 1.83
18 H 0.42 2.56 -3.37
19 H -1.02 -2.94 0.00
20 H -1.16 -1.47 3.13

Results
- Multiplicity: 1
- Energy relative to the best compared isomer or geometry (same formula, charge and spin): 0.948 eV
- Net charge: 0
- Kohn-Sham gap: 9.470 eV

5.
Formula: C14H16
Source: the Open Molecules 2025 dataset
Level of theory: the ωB97M-V functional and the def2-TZVPD basis

CARTESIAN COORDINATES (ANGSTROEM)
1 C 0.04 0.51 -1.26
2 C -1.93 -0.60 1.46
3 C -2.50 -1.31 0.35
4 C -0.57 -2.81 0.32
5 C 1.31 1.19 -0.88
6 C -1.84 -2.39 -0.15
7 C 3.66 2.46 -0.12
8 C 1.49 2.55 -1.14
9 C -0.58 -0.90 1.81
10 C -3.97 -1.10 0.03
11 C 2.29 0.47 -0.22
12 C 2.64 3.20 -0.71
13 C 3.45 1.12 0.19
14 C 0.07 -1.99 1.31
15 H -2.46 0.24 1.90
16 H -0.69 0.68 -0.46
17 H 0.18 -0.55 -1.43
18 H -0.09 -0.18 2.46
19 H 2.05 -0.55 0.04
20 H -4.24 -1.75 -0.80
21 H 1.09 -2.18 1.61
22 H -0.55 0.94 -2.08
23 H -4.62 -1.40 0.85
24 H 2.70 4.28 -0.66
25 H -2.26 -2.89 -1.03
26 H 4.64 2.89 0.04
27 H 0.64 3.08 -1.55
28 H -4.15 -0.06 -0.26
29 H -0.05 -3.52 -0.30
30 H 4.25 0.60 0.70

Results
- Multiplicity: 2
- Energy relative to the best compared isomer or geometry (same formula, charge and spin): 0.169 eV
- Net charge: -1
- Expectation value of S²: 0.76
- Kohn-Sham gap (spin up / spin down): 2.847 / 6.880 eV

6.
Formula: C22H28CuN4OS3
Source: the Open Molecules 2025 dataset
Level of theory: the ωB97M-V functional and the def2-TZVPD basis

CARTESIAN COORDINATES (ANGSTROEM)
1 Cu -0.92 -1.54 1.22
2 S 1.20 0.21 2.27
3 S 3.90 0.45 1.06
4 S -2.06 -2.94 2.43
5 O 0.20 -1.97 -0.39
6 N 0.39 1.49 -0.37
7 N 1.76 1.22 -0.22
8 N -1.82 0.35 1.28
9 N -3.22 2.18 1.72
10 C -2.10 3.03 2.10
11 C 4.56 -4.28 -1.42
12 C 5.15 -3.36 -2.28
13 C 1.20 -2.53 -2.44
14 C 4.42 -1.54 -0.85
15 C 3.83 -2.47 0.00
16 C 2.11 0.70 0.89
17 C -1.55 2.75 3.49
18 C 1.61 -2.18 -3.70
19 C 3.90 -3.82 -0.29
20 C 0.41 -0.28 -2.07
21 C -4.55 2.73 1.81
22 C -2.99 0.84 1.41
23 C 0.58 -1.60 -1.55
24 C -0.21 0.81 -1.25
25 C 5.07 -2.00 -2.00
26 C -5.12 2.76 3.23
27 C -1.65 1.13 -1.55
28 C 4.36 -0.05 -0.61
29 C 1.43 -0.89 -4.20
30 C -4.16 -0.07 1.18
31 C 0.82 0.04 -3.36
32 H 4.60 -5.34 -1.64
33 H 3.63 0.40 -1.29
34 H 1.76 -0.61 -5.19
35 H -1.74 1.44 -2.60
36 H -2.00 1.94 -0.90
37 H -4.99 0.13 1.86
38 H -4.52 3.75 1.41
39 H -5.07 1.77 3.68
40 H -2.46 4.06 2.03
41 H -5.22 2.17 1.16
42 H 0.68 1.06 -3.70
43 H 1.34 -3.53 -2.06
44 H 2.09 -2.93 -4.33
45 H -0.67 3.38 3.67
46 H -4.56 3.45 3.86
47 H -1.22 1.72 3.58
48 H 3.40 -4.53 0.37
49 H -2.27 0.25 -1.41
50 H 3.28 -2.11 0.86
51 H 5.65 -3.70 -3.18
52 H -1.30 2.93 1.35
53 H -6.17 3.09 3.22
54 H -1.04 0.99 1.43
55 H -2.29 2.96 4.26
56 H -3.80 -1.09 1.33
57 H 5.51 -1.28 -2.68
58 H -4.52 0.05 0.16
59 H 5.33 0.40 -0.84

Results
- Multiplicity: 2
- Net charge: -2
- Expectation value of S²: 0.76
- Kohn-Sham gap (spin up / spin down): 5.411 / 5.116 eV

7.
Formula: C23H26NO
Source: the Open Molecules 2025 dataset
Level of theory: the ωB97M-V functional and the def2-TZVPD basis

CARTESIAN COORDINATES (ANGSTROEM)
1 O 3.44 0.38 3.25
2 N -2.55 3.78 3.05
3 C -5.33 -1.61 1.84
4 C 5.13 0.17 1.57
5 C -0.62 0.79 2.21
6 C -5.43 -0.30 1.35
7 C -4.07 -2.12 2.18
8 C 0.37 1.73 1.80
9 C -1.95 0.97 1.73
10 C 5.68 -2.02 0.69
11 C -4.31 0.52 1.29
12 C -6.57 -2.44 1.95
13 C 4.23 -0.44 2.44
14 C 1.15 -0.45 3.38
15 C -3.74 5.62 1.93
16 C 4.80 -2.61 1.60
17 C -2.93 -1.34 2.05
18 C -4.94 4.09 3.49
19 C -3.02 0.04 1.71
20 C -0.20 -0.24 3.10
21 C 5.83 -0.62 0.67
22 C -3.82 4.20 2.46
23 C 1.68 1.62 2.20
24 C 2.08 0.51 2.94
25 C 4.05 -1.82 2.48
26 H 6.50 -0.15 -0.06
27 H -4.38 1.53 0.89
28 H -2.94 5.75 1.19
29 H -3.58 6.33 2.75
30 H -5.02 3.07 3.89
31 H -4.00 -3.15 2.54
32 H -2.57 2.81 3.36
33 H -4.08 3.53 1.61
34 H 3.33 -2.25 3.18
35 H -4.69 5.88 1.45
36 H 6.24 -2.64 -0.01
37 H 0.08 2.53 1.12
38 H 4.67 -3.69 1.63
39 H -1.95 -1.81 2.16
40 H -6.38 -3.38 2.47
41 H -5.89 4.35 3.02
42 H -0.93 -0.91 3.55
43 H -4.76 4.78 4.32
44 H -2.14 1.91 1.22
45 H -1.76 3.93 2.43
46 H 2.44 2.36 1.90
47 H -6.99 -2.67 0.97
48 H -7.35 -1.89 2.51
49 H 1.49 -1.33 3.91
50 H 5.24 1.26 1.59
51 H -6.40 0.07 1.02

Results
- Multiplicity: 1
- Energy relative to the best compared isomer or geometry (same formula, charge and spin): 1.771 eV
- Net charge: +1
- Kohn-Sham gap: 5.917 eV

8.
Formula: C23H38Cl2DyN3O4
Source: the Open Molecules 2025 dataset
Level of theory: the ωB97M-V functional and the def2-TZVPD basis

CARTESIAN COORDINATES (ANGSTROEM)
1 Dy 0.04 -0.01 0.12
2 Cl 0.62 2.32 0.43
3 Cl -2.35 0.49 0.28
4 O 2.10 -0.65 0.03
5 O -0.06 -0.26 2.16
6 O 0.22 0.06 -2.03
7 O -0.42 -2.14 -0.10
8 N 0.00 -4.14 -0.99
9 N 3.43 0.77 -1.15
10 N -1.32 -0.35 3.94
11 C -1.04 -4.77 -0.20
12 C -2.59 -1.15 -1.90
13 C -0.91 0.57 6.20
14 C -0.11 -0.40 3.37
15 C 0.00 4.03 -4.92
16 C 0.60 0.44 6.38
17 C 0.39 2.55 -3.05
18 C -4.16 1.50 -1.23
19 C -0.75 0.31 -2.87
20 C 0.19 -2.83 -0.95
21 C 0.62 3.76 -3.70
22 C -1.57 -0.53 5.37
23 C -0.85 3.07 -5.48
24 C -0.47 1.62 -3.60
25 C 2.74 -0.36 -1.00
26 C -2.16 0.25 -2.25
27 C 3.88 1.55 -0.02
28 C -2.84 1.41 -1.95
29 C 3.58 1.36 -2.47
30 C 0.78 -4.97 -1.89
31 C 1.20 -0.58 4.12
32 C 1.46 0.54 5.11
33 C -1.09 1.87 -4.82
34 H -3.67 -1.23 -1.82
35 H -1.22 -1.53 5.67
36 H 0.87 -2.40 -1.70
37 H -4.90 1.97 -1.86
38 H 2.50 0.46 5.43
39 H -2.20 -1.83 -2.64
40 H 0.18 4.97 -5.43
41 H 3.61 1.04 0.91
42 H -4.06 2.10 -0.32
43 H 1.30 -5.75 -1.32
44 H 1.29 4.49 -3.25
45 H 0.88 2.33 -2.10
46 H 3.38 2.53 -0.05
47 H -1.34 3.26 -6.43
48 H 0.82 -0.53 6.86
49 H -1.76 1.12 -5.24
50 H -0.75 -0.50 -3.62
51 H -2.65 -0.48 5.50
52 H 2.00 -0.58 3.37
53 H 1.20 -1.56 4.61
54 H 2.80 -1.06 -1.84
55 H 1.50 -4.34 -2.41
56 H -0.59 -5.35 0.61
57 H 3.22 2.40 -2.44
58 H -2.16 -1.46 -0.93
59 H 0.11 -5.45 -2.62
60 H -4.52 0.51 -0.93
61 H -1.70 -4.01 0.21
62 H -2.38 2.35 -2.23
63 H -2.12 -0.21 3.33
64 H 2.99 0.80 -3.20
65 H -1.35 0.50 7.20
66 H -1.62 -5.44 -0.84
67 H 4.63 1.36 -2.77
68 H 4.96 1.69 -0.09
69 H 0.93 1.22 7.06
70 H -1.18 1.56 5.79
71 H 1.34 1.52 4.63

Results
- Multiplicity: 6
- Energy relative to the best compared isomer or geometry (same formula, charge and spin): 3.055 eV
- Net charge: 0
- Expectation value of S²: 9.32
- Kohn-Sham gap (spin up / spin down): 6.281 / 6.285 eV

9.
Formula: CH9NO4
Source: the Open Molecules 2025 dataset
Level of theory: the ωB97M-V functional and the def2-TZVPD basis

CARTESIAN COORDINATES (ANGSTROEM)
1 O 0.15 2.72 -1.63
2 O -1.58 0.99 0.26
3 O 2.08 -2.47 -0.41
4 O -1.10 -1.02 2.46
5 N 0.70 -0.66 -1.03
6 C 1.89 -1.27 -0.62
7 H 0.20 1.87 -1.30
8 H -2.24 0.61 -0.20
9 H 0.77 0.34 -1.07
10 H -0.33 -1.32 2.77
11 H -0.14 3.04 -0.80
12 H -1.53 -1.66 2.00
13 H 2.72 -0.61 -0.74
14 H -0.23 -1.09 -0.76
15 H -1.37 0.52 1.06

Results
- Multiplicity: 1
- Energy relative to the best compared isomer or geometry (same formula, charge and spin): 1.839 eV
- Net charge: 0
- Kohn-Sham gap: 10.538 eV